Record 1
{
  "formula": "C23H53N2O4S",
  "method": "wB97M-V/def2-TZVPD",
  "e_homo_ev": -2.98,
  "orbital_gap_ev": 5.5461,
  "max_force_ev_per_a": 6.00,
  "total_charge": -1,
  "total_energy_ev": -46708.154,
  "symbols": ["C", "C", "O", "C", "C", "C", "C", "C", "C", "C", "C", "O", "S", "C", "O", "O", "H", "H", "H", "H", "H", "H", "H", "H", "H", "H", "H", "H", "H", "H", "H", "H", "H", "H", "H", "H", "H", "H", "H", "C", "C", "N", "C", "C", "C", "C", "H", "H", "H", "H", "H", "H", "H", "H", "H", "H", "H", "H", "H", "H", "H", "C", "C", "N", "C", "C", "C", "C", "H", "H", "H", "H", "H", "H", "H", "H", "H", "H", "H", "H", "H", "H", "H"],
  "xyz": [[-3.072, 1.652, 3.307], [-3.879, 1.482, 1.889], [-4.382, 0.116, 1.628], [-4.364, -0.125, 0.151], [-2.961, -0.864, -0.350], [-2.037, -1.401, 0.936], [-0.601, -1.970, 0.298], [0.729, -1.361, 1.038], [1.274, 0.062, 0.422], [0.126, 1.259, 0.633], [0.615, 2.709, -0.040], [-0.127, 3.053, -1.267], [1.569, -0.084, -1.461], [3.039, 0.946, -1.995], [1.955, -1.592, -1.725], [0.280, 0.211, -2.266], [-2.310, 2.558, 3.171], [-2.391, 0.709, 3.528], [-3.758, 1.909, 4.227], [-4.710, 2.313, 1.845], [-3.122, 1.728, 1.013], [-5.281, -0.823, -0.158], [-4.547, 0.906, -0.419], [-3.298, -1.780, -1.006], [-2.346, -0.124, -1.056], [-1.825, -0.514, 1.707], [-2.629, -2.278, 1.466], [-0.612, -3.138, 0.547], [-0.604, -1.895, -0.869], [1.601, -2.172, 1.098], [0.435, -1.156, 2.174], [0.046, 1.406, 1.810], [-0.896, 1.009, 0.119], [0.383, 3.553, 0.759], [1.769, 2.698, -0.233], [-1.086, 3.281, -1.080], [3.598, 1.279, -1.000], [3.766, 0.252, -2.606], [2.764, 1.883, -2.642], [-4.425, -7.657, 5.169], [-5.029, -6.554, 4.307], [-4.362, -5.256, 4.441], [-5.107, -4.156, 3.819], [-5.284, -4.194, 2.301], [-2.917, -5.240, 4.200], [-2.424, -5.713, 2.837], [-4.414, -7.373, 6.226], [-5.020, -8.572, 5.074], [-3.403, -7.904, 4.863], [-6.076, -6.447, 4.618], [-5.045, -6.892, 3.265], [-4.644, -3.201, 4.094], [-6.105, -4.123, 4.274], [-4.365, -3.917, 1.783], [-6.048, -3.467, 2.006], [-5.611, -5.173, 1.943], [-2.433, -5.854, 4.969], [-2.528, -4.231, 4.384], [-2.935, -6.616, 2.493], [-1.355, -5.946, 2.894], [-2.537, -4.938, 2.076], [3.744, 5.422, -3.098], [5.259, 5.259, -3.146], [5.718, 4.169, -4.011], [7.141, 3.856, -3.843], [8.150, 4.934, -4.237], [5.250, 4.200, -5.399], [5.590, 5.432, -6.230], [3.255, 4.494, -2.785], [3.476, 6.202, -2.376], [3.333, 5.724, -4.066], [5.588, 5.057, -2.118], [5.706, 6.216, -3.434], [7.379, 2.935, -4.389], [7.311, 3.606, -2.788], [8.254, 5.008, -5.320], [9.136, 4.670, -3.840], [7.890, 5.917, -3.838], [4.159, 4.081, -5.397], [5.612, 3.308, -5.926], [5.450, 6.365, -5.679], [4.938, 5.473, -7.110], [6.617, 5.397, -6.600]]
}

Record 2
{
  "formula": "C3HN2O4S",
  "method": "wB97M-V/def2-TZVPD",
  "e_homo_ev": -5.26,
  "orbital_gap_ev": 8.4652,
  "max_force_ev_per_a": 3.15,
  "de_lowest_ev": 0.2924,
  "total_charge": -1,
  "total_energy_ev": -25130.891,
  "symbols": ["C", "C", "C", "N", "N", "O", "O", "O", "O", "S", "H"],
  "xyz": [[-1.207, -0.391, 1.012], [1.502, -0.009, 0.365], [-0.405, 0.166, -0.029], [-1.808, -0.792, 1.900], [-0.431, -0.706, -1.151], [1.818, -1.166, 0.250], [-0.699, -1.888, -0.826], [-0.186, -0.302, -2.274], [-0.677, 1.500, -0.187], [2.108, 1.430, 0.751], [-0.015, 2.158, 0.189]]
}

Record 3
{
  "formula": "C3HNO2",
  "method": "wB97M-V/def2-TZVPD",
  "e_homo_ev": [-6.06, -12.16],
  "orbital_gap_ev": [6.5470, 9.8426],
  "max_force_ev_per_a": 6.70,
  "spin_multiplicity": 3,
  "de_lowest_ev": 1.1417,
  "total_energy_ev": -8707.234,
  "symbols": ["C", "C", "C", "N", "O", "O", "H"],
  "xyz": [[-0.418, 0.269, 0.178], [-0.754, 1.507, 0.122], [-2.589, -0.569, -0.047], [-1.413, -0.644, -0.096], [-0.903, 2.620, -0.041], [-3.736, -0.785, -0.040], [0.728, 0.064, -0.019]]
}

Record 4
{
  "formula": "CH2Cl2NO2P",
  "method": "wB97M-V/def2-TZVPD",
  "e_homo_ev": -9.17,
  "orbital_gap_ev": 6.9083,
  "max_force_ev_per_a": 4.73,
  "de_lowest_ev": 3.2797,
  "total_energy_ev": -40986.912,
  "symbols": ["C", "N", "O", "O", "P", "Cl", "Cl", "H", "H"],
  "xyz": [[0.758, -0.554, 0.390], [-0.405, -0.334, 0.982], [1.975, -0.090, 0.553], [3.904, 0.171, -1.842], [4.013, 0.099, -0.366], [4.709, -1.626, 0.398], [4.725, 1.595, 0.656], [0.891, -0.975, -0.642], [-0.999, -0.950, 0.472]]
}

Record 5
{
  "formula": "C10H40N20O10",
  "method": "wB97M-V/def2-TZVPD",
  "e_homo_ev": -9.43,
  "orbital_gap_ev": 9.6614,
  "max_force_ev_per_a": 5.67,
  "de_lowest_ev": 1.1626,
  "total_energy_ev": -61306.606,
  "smiles": "NC(N)=O.NC(N)=O.NC(N)=O.NC(N)=O.NC(N)=O.NC(N)=O.NC(N)=O.NC(N)=O.NC(N)=O.NC(N)=O",
  "symbols": ["C", "O", "N", "N", "H", "H", "H", "H", "C", "O", "N", "N", "H", "H", "H", "H", "C", "O", "N", "N", "H", "H", "H", "H", "C", "O", "N", "N", "H", "H", "H", "H", "C", "O", "N", "N", "H", "H", "H", "H", "C", "O", "N", "N", "H", "H", "H", "H", "C", "O", "N", "N", "H", "H", "H", "H", "C", "O", "N", "N", "H", "H", "H", "H", "C", "O", "N", "N", "H", "H", "H", "H", "C", "O", "N", "N", "H", "H", "H", "H"],
  "xyz": [[-12.210, -14.872, -3.661], [-12.609, -14.042, -2.841], [-11.749, -14.559, -4.867], [-12.092, -16.321, -3.382], [-11.532, -13.625, -5.186], [-11.461, -15.332, -5.456], [-12.308, -16.929, -4.140], [-12.441, -16.625, -2.503], [-11.654, -10.612, -4.849], [-11.166, -11.396, -5.574], [-11.422, -9.299, -4.987], [-12.262, -10.998, -3.705], [-11.050, -8.975, -5.899], [-11.789, -8.649, -4.348], [-12.145, -11.967, -3.386], [-12.236, -10.280, -3.020], [-16.018, -10.413, -6.388], [-17.124, -10.968, -6.406], [-15.026, -10.632, -5.453], [-15.815, -9.320, -7.189], [-14.097, -10.399, -5.844], [-15.164, -11.458, -4.957], [-16.425, -9.358, -7.998], [-14.807, -9.167, -7.466], [-8.730, -10.829, -8.619], [-7.757, -10.414, -9.180], [-9.825, -11.555, -9.094], [-8.985, -10.543, -7.211], [-9.914, -11.337, -10.092], [-10.639, -11.437, -8.487], [-9.815, -10.831, -6.743], [-8.341, -9.928, -6.741], [-9.849, -8.524, -11.357], [-10.938, -8.395, -11.868], [-8.806, -9.142, -11.922], [-9.559, -8.070, -10.089], [-8.125, -9.650, -11.398], [-9.093, -9.749, -12.673], [-8.715, -8.112, -9.611], [-10.282, -7.473, -9.690], [-13.695, -15.722, -9.004], [-13.242, -15.028, -9.926], [-15.024, -15.690, -8.464], [-12.980, -16.555, -8.162], [-15.712, -15.436, -9.129], [-15.284, -16.516, -7.988], [-13.271, -17.031, -7.323], [-11.988, -16.553, -8.266], [-17.576, -13.711, -8.580], [-17.652, -14.637, -9.420], [-18.316, -12.574, -8.699], [-16.676, -13.778, -7.484], [-18.107, -11.885, -7.986], [-18.540, -12.261, -9.624], [-15.881, -14.376, -7.720], [-16.625, -13.070, -6.791], [-13.315, -10.864, -8.841], [-12.960, -10.074, -7.958], [-13.186, -12.262, -8.645], [-13.757, -10.359, -10.014], [-13.254, -12.435, -7.650], [-13.922, -12.642, -9.207], [-13.993, -11.115, -10.680], [-13.349, -9.584, -10.489], [-15.987, -13.220, -11.373], [-15.544, -12.202, -10.855], [-17.250, -13.215, -11.926], [-15.420, -14.428, -11.435], [-17.902, -13.985, -11.789], [-17.673, -12.315, -11.793], [-14.507, -14.689, -11.063], [-15.938, -15.038, -12.033], [-9.162, -15.321, -7.659], [-10.356, -15.370, -7.396], [-8.264, -16.289, -7.297], [-8.539, -14.388, -8.426], [-8.408, -16.979, -6.558], [-7.434, -16.351, -7.863], [-9.090, -13.583, -8.742], [-7.616, -14.116, -8.107]]
}